Record 1
Entry from OMol25: an isolated molecule of C3H2N4O (wB97M-V/def2-TZVPD).

Cartesian coordinates (Å):
1 O -0.88 -1.29 1.27
2 N 1.54 0.63 -0.37
3 N 0.47 -0.87 1.45
4 N 0.85 1.26 -1.41
5 N -0.36 0.93 -1.31
6 C -0.61 0.18 -0.27
7 C 0.54 0.04 0.49
8 C -1.54 -0.69 0.23
9 H -2.51 -0.79 0.10
10 H 2.48 0.60 -0.17

Output
Relative energy (zero: lowest compared OMol25 entry of this formula, charge and spin)   2.575 eV
Net charge   0
SMILES   c1onc2[nH]nnc12
LUMO level   -0.24 eV
Gap between HOMO and LUMO   0.346 Ha
M   110.1 g/mol
HOMO level   -9.651 eV

***

Record 2
Entry from OMol25: an isolated molecule of C3H2N4O (wB97M-V/def2-TZVPD).

Cartesian coordinates (Å):
1 O -2.26 -0.27 0.65
2 N 0.40 1.66 -0.27
3 N -0.43 -1.35 -0.54
4 N 0.76 -1.52 -0.38
5 N 1.39 0.82 0.42
6 C 1.53 -0.55 0.31
7 C -0.74 1.00 -0.56
8 C -1.21 -0.23 -0.01
9 H -1.58 1.74 -0.70
10 H 2.15 -1.29 1.08

Output
Relative energy (zero: lowest compared OMol25 entry of this formula, charge and spin)   4.076 eV
Net charge   0
SMILES   O=c1cnncnn1
LUMO level   -1.54 eV
Gap between HOMO and LUMO   0.308 Ha
M   110.1 g/mol
HOMO level   -9.909 eV

***

Record 3
Entry from OMol25: an isolated molecule of C3H2N4O (wB97M-V/def2-TZVPD).

Cartesian coordinates (Å):
1 O 2.33 -0.19 0.62
2 N 0.54 1.46 0.03
3 N -1.63 0.35 0.38
4 N -1.58 -0.84 0.68
5 N -0.63 -1.57 -0.14
6 C -0.74 1.44 -0.12
7 C 0.55 -1.06 -0.38
8 C 1.26 0.15 0.11
9 H 1.37 -1.81 -0.73
10 H -1.47 2.07 -0.46

Output
Relative energy (zero: lowest compared OMol25 entry of this formula, charge and spin)   3.465 eV
Net charge   0
SMILES   O=c1cnnncn1
LUMO level   -1.47 eV
Gap between HOMO and LUMO   0.298 Ha
M   110.1 g/mol
HOMO level   -9.583 eV

***

Record 4
Entry from OMol25: a cluster of 2 separate species, C3H2N4O4 in total (wB97M-V/def2-TZVPD).

Cartesian coordinates (Å):
1 O 3.68 0.86 -1.48
2 O -3.43 -1.01 0.65
3 O 3.61 0.88 0.77
4 O -3.49 -0.23 -1.45
5 N -1.49 -0.92 -0.59
6 N 2.90 -1.85 -0.14
7 N 3.24 -2.91 0.06
8 N 2.47 -0.78 -0.38
9 C 3.38 0.51 -0.36
10 C -0.66 -0.13 -0.10
11 C -2.94 -0.69 -0.44
12 H -0.92 0.77 0.49
13 H 0.40 -0.31 -0.24

Output
Relative energy (zero: lowest compared OMol25 entry of this formula, charge and spin)   0.000 eV
Net charge   -2
LUMO level   6.22 eV
Gap between HOMO and LUMO   0.289 Ha
M   158.1 g/mol
HOMO level   -1.650 eV

***

Record 5
Entry from OMol25: an isolated molecule of C3H2N4S (wB97M-V/def2-TZVPD).

Cartesian coordinates (Å):
1 S 0.85 0.97 -0.11
2 N -1.09 -0.25 -1.11
3 N -0.74 0.58 -2.12
4 N 0.52 -1.26 3.06
5 N -0.56 -1.30 0.79
6 C 0.25 1.33 -1.74
7 C -0.25 -0.37 -0.04
8 C 0.11 -1.17 1.97
9 H 0.58 2.21 -2.43
10 H -1.73 -0.95 -1.30

Output
Relative energy (zero: lowest compared OMol25 entry of this formula, charge and spin)   0.000 eV
Net charge   0
SMILES   N#C/N=c1/[nH]ncs1
LUMO level   0.28 eV
Gap between HOMO and LUMO   0.352 Ha
M   126.1 g/mol
HOMO level   -9.304 eV

***

Record 6
Entry from OMol25: a cluster of 2 separate species, C3H2N5 in total (wB97M-V/def2-TZVPD).

Cartesian coordinates (Å):
1 N 3.06 -0.42 1.06
2 N 4.31 0.14 -0.64
3 N 3.16 0.76 -0.84
4 N 4.24 -0.57 0.47
5 N -0.83 0.19 0.40
6 C -0.33 0.68 -0.64
7 C 2.46 0.39 0.20
8 C 0.31 1.30 0.44
9 H -0.22 0.76 -1.72
10 H 0.15 2.21 1.07

Output
Relative energy (zero: lowest compared OMol25 entry of this formula, charge and spin)   4.354 eV
Net charge   -1
LUMO level (alpha / beta)   3.93 / 3.93 eV
Gap between HOMO and LUMO (alpha / beta)   0.320 / 0.320 Ha
M   108.1 g/mol
HOMO level (alpha / beta)   -4.769 / -4.768 eV

***

Record 7
Entry from OMol25: the ion C3H2NO2S with charge -1 (wB97M-V/def2-TZVPD).

Cartesian coordinates (Å):
1 S 2.68 -1.78 -1.22
2 O -1.24 -2.67 -1.78
3 O 3.03 0.40 0.13
4 N 0.87 -0.34 0.07
5 C -0.73 -1.74 -1.29
6 C 2.30 -0.49 -0.23
7 C -0.20 -0.66 -0.78
8 H -0.72 0.22 -0.95
9 H 0.56 0.39 0.68

Output
Relative energy (zero: lowest compared OMol25 entry of this formula, charge and spin)   1.313 eV
Net charge   -1
SMILES   O=C=CNC([O-])=S
LUMO level   3.65 eV
Gap between HOMO and LUMO   0.254 Ha
M   116.1 g/mol
HOMO level   -3.275 eV

***

Record 8
Entry from OMol25: a cluster of 2 separate species, C3H2NO2Se in total (wB97M-V/def2-TZVPD).

Cartesian coordinates (Å):
1 Se -2.16 -0.31 0.03
2 O 2.63 0.05 0.67
3 O 1.23 1.36 1.82
4 N 0.36 -2.84 0.59
5 C 0.47 -1.72 0.30
6 C 0.55 -0.34 0.15
7 C 1.58 0.54 1.03
8 H -2.71 -1.49 0.60
9 H 0.79 -0.16 -0.83

Output
Relative energy (zero: lowest compared OMol25 entry of this formula, charge and spin)   1.686 eV
Net charge   -1
LUMO level (alpha / beta)   2.26 / 2.24 eV
Gap between HOMO and LUMO (alpha / beta)   0.265 / 0.264 Ha
M   163.0 g/mol
HOMO level (alpha / beta)   -4.947 / -4.932 eV

***

Record 9
Entry from OMol25: a cluster of 2 separate species, C3H2NO3 in total (wB97M-V/def2-TZVPD).

Cartesian coordinates (Å):
1 O -0.40 2.58 0.55
2 O -1.90 0.17 -0.53
3 O -0.87 -1.64 0.47
4 N 0.40 0.36 0.18
5 C 0.03 1.55 0.33
6 C 1.19 -0.54 -0.20
7 C -1.34 -0.72 -0.05
8 H 2.00 -0.26 -0.85
9 H 0.89 -1.50 0.10

Output
Relative energy (zero: lowest compared OMol25 entry of this formula, charge and spin)   1.284 eV
Net charge   +1
LUMO level   -7.77 eV
Gap between HOMO and LUMO   0.362 Ha
M   100.1 g/mol
HOMO level   -17.606 eV

***

Record 10
Entry from OMol25: the ion C3H2NOS with charge -1 (wB97M-V/def2-TZVPD).

Cartesian coordinates (Å):
1 S 2.21 0.15 1.83
2 O -1.06 -0.16 0.11
3 N -0.32 0.08 -1.08
4 C 0.95 0.36 -0.74
5 C -2.17 -0.80 -0.04
6 C 1.43 0.49 0.48
7 H -2.60 -0.80 1.01
8 H 1.57 0.68 -1.57

Output
Relative energy (zero: lowest compared OMol25 entry of this formula, charge and spin)   5.625 eV
Net charge   -1
LUMO level   3.59 eV
Gap between HOMO and LUMO   0.210 Ha
M   100.1 g/mol
HOMO level   -2.132 eV

***

Record 11
Entry from OMol25: the ion C3H2NOS2 with charge -1 (wB97M-V/def2-TZVPD).

Cartesian coordinates (Å):
1 S 2.08 1.20 -1.50
2 S 1.84 -1.02 0.54
3 O 0.47 -1.32 2.79
4 N -0.24 0.68 -0.01
5 C 0.58 -0.81 1.68
6 C -0.42 0.12 1.11
7 C 0.90 0.28 -0.78
8 H 0.36 -0.22 -1.54
9 H -1.38 0.27 1.59

Output
Relative energy (zero: lowest compared OMol25 entry of this formula, charge and spin)   1.838 eV
Net charge   -1
SMILES   O=C1C=N[C@@H]([S-])S1
LUMO level   3.71 eV
Gap between HOMO and LUMO   0.259 Ha
M   132.2 g/mol
HOMO level   -3.333 eV

***

Record 12
Entry from OMol25: a structure of composition C3H2NP (wB97M-V/def2-TZVPD).

Cartesian coordinates (Å):
1 P 0.92 -1.59 -1.39
2 N 2.37 -2.14 2.82
3 C 1.84 -1.73 1.91
4 C 0.11 -0.28 -0.18
5 C 1.14 -1.26 0.18
6 H 0.35 0.88 -0.39
7 H -0.91 -0.33 0.04

Output
Relative energy (zero: lowest compared OMol25 entry of this formula, charge and spin)   3.592 eV
Net charge   0
Spin multiplicity   3
LUMO level (alpha / beta)   -0.23 / -3.44 eV
Gap between HOMO and LUMO (alpha / beta)   0.270 / 0.268 Ha
M   83.0 g/mol
HOMO level (alpha / beta)   -7.569 / -10.748 eV

***

Record 13
Entry from OMol25: the ion C3H2NS3 with charge -1 (wB97M-V/def2-TZVPD).

Cartesian coordinates (Å):
1 S 1.39 -0.52 1.11
2 S -0.75 -2.53 1.22
3 S -0.56 2.12 -1.77
4 N 1.70 0.78 0.20
5 C -0.84 -0.36 -0.40
6 C -0.47 0.79 -0.93
7 C -0.14 -1.13 0.57
8 H 1.47 1.64 0.70
9 H -1.80 -0.78 -0.71

Output
Relative energy (zero: lowest compared OMol25 entry of this formula, charge and spin)   1.994 eV
Net charge   -1
SMILES   [NH-]SC(=S)C=C=S
LUMO level   3.23 eV
Gap between HOMO and LUMO   0.254 Ha
M   148.3 g/mol
HOMO level   -3.671 eV

***

Record 14
Entry from OMol25: an isolated molecule of C3H2O (wB97M-V/def2-TZVPD).

Cartesian coordinates (Å):
1 O -1.01 -1.74 0.94
2 C -0.19 -1.11 0.27
3 C 0.00 0.38 -0.02
4 C 0.06 1.55 -0.36
5 H 0.71 -1.65 -0.18
6 H 0.43 2.56 -0.65

Output
Relative energy (zero: lowest compared OMol25 entry of this formula, charge and spin)   0.431 eV
Net charge   0
SMILES   C#CC=O
LUMO level   -0.22 eV
Gap between HOMO and LUMO   0.388 Ha
M   54.0 g/mol
HOMO level   -10.781 eV

***

Record 15
Entry from OMol25: a cluster of 2 separate species, C3H2O in total (wB97M-V/def2-TZVPD).

Cartesian coordinates (Å):
1 O 2.86 1.14 1.55
2 C 2.54 1.22 2.62
3 C 0.64 0.23 -0.54
4 C 0.11 0.19 0.52
5 H 0.80 0.22 -1.56
6 H -0.36 -0.08 1.46

Output
Relative energy (zero: lowest compared OMol25 entry of this formula, charge and spin)   3.247 eV
Net charge   0
Spin multiplicity   3
LUMO level (alpha / beta)   1.26 / -2.91 eV
Gap between HOMO and LUMO (alpha / beta)   0.234 / 0.308 Ha
M   54.0 g/mol
HOMO level (alpha / beta)   -5.101 / -11.298 eV

***

Record 16
Entry from OMol25: an isolated molecule of C3H2O2 (wB97M-V/def2-TZVPD).

Cartesian coordinates (Å):
1 O 2.36 0.22 -1.23
2 O -1.75 -0.12 0.44
3 C 1.58 -0.08 -0.44
4 C -0.48 0.27 0.31
5 C 0.54 -0.55 0.14
6 H -0.42 1.35 0.45
7 H -1.82 -1.08 0.34

Output
Relative energy (zero: lowest compared OMol25 entry of this formula, charge and spin)   0.928 eV
Net charge   0
SMILES   O=C=C=CO
LUMO level   0.23 eV
Gap between HOMO and LUMO   0.358 Ha
M   70.0 g/mol
HOMO level   -9.515 eV

***

Record 17
Entry from OMol25: a structure of composition C3H2O2Zn (wB97M-V/def2-TZVPD).

Cartesian coordinates (Å):
1 Zn 1.50 0.11 -0.44
2 O 0.94 1.72 0.30
3 O 0.48 3.80 -0.26
4 C 0.25 -2.65 0.18
5 C 0.16 2.62 0.10
6 C 0.60 -1.48 0.02
7 H 1.32 4.10 0.12
8 H 0.17 -3.72 0.22

Output
Relative energy (zero: lowest compared OMol25 entry of this formula, charge and spin)   0.841 eV
Net charge   +1
Spin multiplicity   2
LUMO level (alpha / beta)   -6.16 / -7.08 eV
Gap between HOMO and LUMO (alpha / beta)   0.293 / 0.259 Ha
M   135.4 g/mol
HOMO level (alpha / beta)   -14.125 / -14.125 eV

***

Record 18
Entry from OMol25: an isolated molecule of C3H2O3 (wB97M-V/def2-TZVPD).

Cartesian coordinates (Å):
1 O 1.27 -0.51 1.64
2 O 0.66 1.38 -0.86
3 O -1.73 -0.86 0.21
4 C -1.30 0.17 -0.21
5 C 0.21 0.43 -0.27
6 C 1.10 -0.59 0.45
7 H -1.92 0.99 -0.61
8 H 1.61 -1.35 -0.17

Output
Relative energy (zero: lowest compared OMol25 entry of this formula, charge and spin)   1.572 eV
Net charge   0
SMILES   O=CC(=O)C=O
LUMO level   -1.19 eV
Gap between HOMO and LUMO   0.326 Ha
M   86.0 g/mol
HOMO level   -10.062 eV

***

Record 19
Entry from OMol25: a cluster of 2 separate species, C3H2O3 in total (wB97M-V/def2-TZVPD).

Cartesian coordinates (Å):
1 O 2.58 -0.53 -0.54
2 O -0.48 -1.10 0.11
3 O 1.30 1.15 0.28
4 C 1.89 0.31 -0.23
5 C -0.72 -0.51 1.19
6 C -1.35 0.01 -0.02
7 H -2.42 -0.07 -0.19
8 H -0.81 0.74 -0.61

Output
Relative energy (zero: lowest compared OMol25 entry of this formula, charge and spin)   3.071 eV
Net charge   0
LUMO level   0.60 eV
Gap between HOMO and LUMO   0.385 Ha
M   86.0 g/mol
HOMO level   -9.872 eV

***

Record 20
Entry from OMol25: an isolated molecule of C3H2O3 (wB97M-V/def2-TZVPD).

Cartesian coordinates (Å):
1 O -1.31 -1.35 0.33
2 O -0.22 1.45 1.53
3 O 1.01 0.51 -1.39
4 C -0.81 -0.83 -0.63
5 C 0.55 0.73 0.95
6 C 0.30 0.20 -0.47
7 H -1.04 -1.10 -1.68
8 H 1.52 0.41 1.36

Output
Relative energy (zero: lowest compared OMol25 entry of this formula, charge and spin)   1.570 eV
Net charge   0
SMILES   O=CC(=O)C=O
LUMO level   -1.25 eV
Gap between HOMO and LUMO   0.324 Ha
M   86.0 g/mol
HOMO level   -10.070 eV

***

Taking the records one at a time from the top gives electronic energy values of -11146.69709, -11145.19608, -11145.80714, -17293.02771, -19937.26708, -10588.31238, -19563.89332, -74074.03007, -10765.61113, -17511.01917, -28352.00780, -13914.28741, -37138.55089, -5187.76049, -5182.27189, -7235.97396, -55643.77091, -9283.95432, -9282.45585, -9283.95680 eV.